# 1
Here is a molecular structure, C25H49N6O4PSSe2Sn from the OMol25 dataset. Energies are from wB97M-V/def2-TZVPD.

Geometry as ORCA input:
```
! RIJCOSX wB97M-V def2-TZVPD def2/J DEFGRID3
* xyz 2 1
Sn -0.244 -0.267 0.549
C 1.192 -4.631 -4.075
Se 1.021 -2.897 -3.207
C 2.536 -3.135 -1.992
C 2.206 -3.939 -0.740
Se 1.683 -2.749 0.715
C 0.872 -4.071 1.885
H 2.149 -4.713 -4.582
H 0.383 -4.714 -4.796
H 1.087 -5.417 -3.331
H 2.896 -2.137 -1.736
H 3.309 -3.633 -2.576
H 3.093 -4.461 -0.385
H 1.415 -4.669 -0.903
H 1.634 -4.783 2.187
H 0.053 -4.571 1.375
H 0.499 -3.533 2.753
C 3.253 -0.661 8.165
C 2.669 -0.531 6.787
C 3.471 -0.596 5.657
C 2.952 -0.504 4.371
C 3.917 -0.610 3.215
C 1.560 -0.366 4.223
C 0.726 -0.270 5.356
C -0.766 -0.044 5.277
C 1.301 -0.346 6.612
C 0.944 -0.358 2.881
O -0.199 -0.905 2.687
O 1.509 0.181 1.875
H 4.336 -0.553 8.152
H 3.019 -1.643 8.581
H 2.835 0.085 8.840
H 4.541 -0.718 5.776
H 4.938 -0.530 3.584
H 3.752 0.160 2.467
H 3.818 -1.575 2.713
H -1.031 0.661 4.489
H -1.127 0.342 6.229
H -1.296 -0.972 5.063
H 0.664 -0.262 7.486
N 0.527 3.170 -1.246
C 0.269 2.742 -2.660
P 1.130 1.128 -2.822
O 2.500 1.346 -2.258
O 0.261 0.033 -2.294
C 1.406 0.883 -4.629
N 2.529 -0.109 -4.686
H 1.468 2.850 -0.973
H -0.159 2.756 -0.590
H 0.486 4.183 -1.131
H 0.695 3.492 -3.324
H -0.805 2.650 -2.804
H 1.755 1.806 -5.089
H 0.547 0.493 -5.167
H 2.191 -1.048 -4.373
H 3.246 0.197 -4.011
H 2.939 -0.195 -5.615
C -2.176 3.675 4.346
N -1.215 3.222 3.345
C 0.133 3.498 3.334
C 0.640 2.857 2.249
N -0.379 2.199 1.583
C -1.477 2.451 2.280
H -1.984 4.717 4.586
H -2.091 3.074 5.249
H -3.180 3.583 3.942
H 0.600 4.102 4.092
H 1.667 2.787 1.937
H -2.463 2.094 2.032
C -5.215 0.003 1.177
C -5.337 0.624 -0.205
N -4.476 -0.038 -1.183
C -3.239 0.337 -1.509
S -2.467 1.668 -0.766
N -2.569 -0.378 -2.427
C -3.078 -1.551 -3.128
C -2.953 -2.843 -2.325
H -5.907 0.484 1.868
H -4.201 0.119 1.566
H -5.454 -1.062 1.155
H -5.063 1.675 -0.187
H -6.360 0.552 -0.572
H -4.824 -0.899 -1.573
H -1.563 -0.227 -2.411
H -2.517 -1.628 -4.058
H -4.113 -1.363 -3.418
H -1.905 -3.071 -2.129
H -3.393 -3.675 -2.875
H -3.461 -2.767 -1.361
*
```

The calculation puts the relative energy (zero: lowest compared OMol25 entry of this formula, charge and spin) at 0.2 kcal/mol. Its orbital gap is 7.91 eV. The calculation puts the largest force on an atom at 0.371 eV/A. The calculation puts the lowest unoccupied orbital energy at -4.7 eV.



# 2
Here is a molecular structure, C32H31N6O2Se2SiTl from the OMol25 dataset. Energies are from wB97M-V/def2-TZVPD.

Geometry as ORCA input:
```
! RIJCOSX wB97M-V def2-TZVPD def2/J DEFGRID3
* xyz -2 1
Tl 0.135 -0.231 -0.239
O -1.762 1.123 3.497
C -1.189 0.465 2.616
N -0.130 0.784 1.879
C 0.778 1.783 2.197
C 0.553 2.790 3.141
C 1.566 3.666 3.511
C 2.815 3.562 2.922
C 3.042 2.605 1.944
C 2.046 1.702 1.561
N 2.222 0.805 0.517
C 3.441 0.356 0.194
O 4.459 0.338 0.905
C 3.607 -0.145 -1.228
C 4.505 -1.172 -1.509
C 4.722 -1.527 -2.826
C 4.066 -0.826 -3.828
C 3.203 0.188 -3.452
N 2.978 0.526 -2.188
C -1.628 -0.963 2.377
C -2.574 -1.526 3.218
C -2.871 -2.876 3.087
C -2.189 -3.619 2.142
C -1.271 -2.974 1.324
N -1.001 -1.682 1.441
H -0.420 2.850 3.603
H 1.372 4.426 4.260
H 3.625 4.219 3.222
H 4.012 2.536 1.474
H 5.003 -1.677 -0.692
H 5.400 -2.336 -3.072
H 4.207 -1.079 -4.871
H 2.681 0.782 -4.197
H -3.045 -0.886 3.949
H -3.612 -3.342 3.726
H -2.382 -4.673 2.005
H -0.739 -3.512 0.552
Se 0.517 -2.294 -2.298
Se -3.365 -3.476 -1.289
C -3.769 -1.827 -0.512
C -5.077 -1.640 -0.004
C -5.440 -0.443 0.565
C -4.491 0.575 0.639
C -3.240 0.319 0.120
N -2.861 -0.830 -0.445
C 1.661 -2.931 -0.995
C 2.456 -4.083 -1.153
C 3.275 -4.478 -0.121
C 3.328 -3.712 1.046
C 2.519 -2.596 1.129
N 1.698 -2.227 0.149
H -5.772 -2.464 -0.076
H -6.446 -0.290 0.944
H -4.707 1.532 1.096
H -2.486 1.098 0.143
H 2.400 -4.628 -2.085
H 3.889 -5.367 -0.215
H 3.982 -3.983 1.864
H 2.523 -1.955 2.005
C -1.602 3.666 -0.379
Si -1.545 2.629 -1.966
C -3.295 2.050 -2.444
C -1.047 3.842 -3.361
C -0.302 1.242 -1.960
H -2.393 4.418 -0.428
H -0.652 4.182 -0.221
H -1.779 3.051 0.506
H -3.633 2.515 -3.373
H -4.026 2.280 -1.669
H -3.310 0.969 -2.589
H -1.767 4.662 -3.442
H -1.020 3.323 -4.321
H -0.061 4.275 -3.177
H 0.718 1.607 -2.083
H -0.506 0.529 -2.762
*
```

The calculation puts the relative energy (zero: lowest compared OMol25 entry of this formula, charge and spin) at 35.2 kcal/mol. Its orbital gap is 5.75 eV. The calculation puts the largest force on an atom at 0.752 eV/A. The calculation puts the lowest unoccupied orbital energy at 4.4 eV.



# 3
Here is a molecular structure, C33H23Br6ErN5O5S2 from the OMol25 dataset. Energies are from wB97M-V/def2-TZVPD.

Geometry as ORCA input:
```
! RIJCOSX wB97M-V def2-TZVPD def2/J DEFGRID3
* xyz -1 4
Er -1.222 0.257 0.218
C 6.874 -0.324 -0.247
C 5.484 -0.354 0.293
C 5.097 -1.327 1.206
C 3.802 -1.370 1.685
C 2.876 -0.444 1.238
C 3.237 0.530 0.336
C 4.543 0.574 -0.125
S 1.218 -0.540 1.864
O 1.345 -1.028 3.211
O 0.452 -1.366 0.912
N 0.518 0.856 1.687
C 0.552 1.838 2.629
C 1.569 2.080 3.519
C 1.481 3.149 4.424
C 0.388 3.976 4.452
C -0.688 3.749 3.554
C -1.870 4.524 3.546
C -2.880 4.208 2.679
C -2.699 3.116 1.801
N -1.608 2.393 1.769
C -0.607 2.684 2.639
H 7.571 -0.811 0.431
H 7.210 0.697 -0.410
H 6.924 -0.842 -1.204
H 5.819 -2.053 1.550
H 3.505 -2.109 2.406
H 2.504 1.244 -0.007
H 4.823 1.337 -0.833
H 2.441 1.441 3.536
H 2.300 3.308 5.113
H 0.320 4.793 5.153
H -1.960 5.352 4.235
H -3.803 4.769 2.649
H -3.482 2.842 1.102
Br 2.674 1.676 -3.210
C 2.056 -0.090 -2.892
C 2.749 -1.150 -3.481
C 2.294 -2.436 -3.364
Br 3.282 -3.849 -4.157
C 1.085 -2.710 -2.675
C 0.498 -3.984 -2.531
C -0.692 -4.109 -1.877
C -1.309 -2.952 -1.359
N -0.772 -1.761 -1.464
C 0.409 -1.625 -2.094
C 0.916 -0.258 -2.130
O 0.284 0.651 -1.510
H 3.651 -0.938 -4.035
H 0.999 -4.848 -2.947
H -1.165 -5.069 -1.750
H -2.265 -3.009 -0.856
Br -6.685 -3.221 3.224
C -5.578 -2.362 1.958
C -5.891 -2.403 0.619
Br -7.420 -3.333 0.015
C -5.070 -1.756 -0.304
Br -5.431 -1.762 -2.163
C -3.940 -1.067 0.098
O -3.140 -0.416 -0.705
C -3.590 -1.065 1.493
O -2.494 -0.462 1.823
C -4.435 -1.696 2.389
Br -3.956 -1.613 4.213
C -1.997 -0.339 -3.981
N -2.356 0.581 -2.930
C -1.844 1.816 -2.772
N -1.038 2.376 -3.708
S -2.203 2.666 -1.358
H -2.492 -1.284 -3.785
H -0.918 -0.526 -4.006
H -2.322 0.029 -4.954
H -2.876 0.208 -2.128
H -0.541 1.767 -4.340
H -0.509 3.170 -3.376
*
```

Its orbital gap (alpha / beta) is 6.78 / 6.77 eV. The calculation puts the largest force on an atom at 1.643 eV/A. The expectation value of S² is 3.75. The calculation puts the lowest unoccupied orbital energy (alpha / beta) at 2.1 / 2.1 eV.



# 4
Here is 2 unconnected molecules or ions with the total composition C2H8N3O2 from the OMol25 dataset. Energies are from wB97M-V/def2-TZVPD.

Geometry as ORCA input:
```
! RIJCOSX wB97M-V def2-TZVPD def2/J DEFGRID3
* xyz 1 1
C -0.395 -0.024 -0.103
C 0.773 2.065 0.655
N -1.556 0.125 -0.707
N 0.603 0.628 0.370
N 0.139 -1.967 -0.397
O 1.719 -0.165 0.817
O -0.830 -2.513 -1.124
H 1.845 2.343 0.743
H 0.287 2.878 0.067
H 0.520 2.172 1.644
H -2.137 0.960 -0.494
H -1.830 -0.814 -1.036
H 1.000 -1.905 -1.020
H 1.374 -1.019 1.101
H -1.513 -2.765 -0.518
*
```

The calculation puts the relative energy (zero: lowest compared OMol25 entry of this formula, charge and spin) at 167.5 kcal/mol. Its orbital gap is 9.86 eV. The calculation puts the largest force on an atom at 4.555 eV/A. The calculation puts the lowest unoccupied orbital energy at -4.5 eV.



What is the formula in the third record? C33H23Br6ErN5O5S2



Which formula does entry 3 have? C33H23Br6ErN5O5S2